{
  "formula": "C3H9NO2",
  "method": "ωB97M-V with the def2-TZVPD basis set",
  "symbols": ["C", "O", "C", "H", "H", "H", "H", "H", "H", "C", "N", "O", "H", "H", "H"],
  "coordinates": [[-1.00, 0.90, -1.69], [-1.21, 0.81, -0.28], [0.29, 1.61, -1.99], [-1.10, -0.10, -2.12], [-1.86, 1.44, -2.08], [-0.79, 0.01, 0.05], [1.14, 1.05, -1.60], [0.48, 1.80, -3.05], [0.27, 2.57, -1.47], [0.79, -1.38, 1.82], [0.39, -1.92, 2.99], [0.30, -1.65, 0.75], [1.59, -0.64, 1.93], [-0.23, -2.72, 2.92], [0.95, -1.78, 3.81]],
  "nbo_charge": [-0.06, -0.74, -0.63, 0.16, 0.17, 0.49, 0.20, 0.21, 0.21, 0.53, -0.81, -0.63, 0.11, 0.40, 0.40],
  "max_force_ev_per_a": 0.7,
  "orbital_gap_ev": 10.6072,
  "total_charge": 0,
  "smiles": "NC=O.CCO",
  "mol_weight_g_mol": 91.1,
  "multiplicity": 1,
  "relative_energy_kj_mol": 84.8
}


{
  "formula": "C3H9NO2",
  "method": "ωB97M-V with the def2-TZVPD basis set",
  "symbols": ["C", "C", "N", "C", "O", "H", "H", "H", "H", "H", "H", "H", "H", "H", "O"],
  "coordinates": [[-0.80, 0.03, 1.42], [-1.73, -0.34, 0.29], [-1.16, -0.66, -0.92], [-0.01, 0.08, -1.47], [-2.93, -0.32, 0.44], [-1.40, 0.10, 2.32], [-0.10, -0.78, 1.63], [-0.44, 1.03, 1.33], [-1.72, -1.25, -1.50], [-0.08, -0.01, -2.55], [0.92, -0.37, -1.12], [-0.08, 1.11, -1.12], [3.45, 0.13, -0.24], [3.01, 1.10, 0.83], [3.09, 0.15, 0.66]],
  "nbo_charge": [-0.73, 0.68, -0.65, -0.41, -0.60, 0.24, 0.24, 0.23, 0.40, 0.21, 0.20, 0.20, 0.47, 0.47, -0.93],
  "max_force_ev_per_a": 1.5,
  "orbital_gap_ev": 9.8007,
  "total_charge": 0,
  "smiles": "CNC(C)=O.O",
  "mol_weight_g_mol": 91.1,
  "multiplicity": 1,
  "relative_energy_kj_mol": 105.2
}


{
  "formula": "C3H9NO2",
  "method": "ωB97M-V with the def2-TZVPD basis set",
  "symbols": ["C", "N", "H", "H", "H", "H", "H", "H", "C", "C", "O", "O", "H", "H", "H"],
  "coordinates": [[0.59, 2.53, 0.42], [-0.42, 3.55, 0.56], [-1.02, -0.63, 0.49], [-0.72, 3.83, -0.37], [-1.24, 3.46, 1.13], [0.19, 1.50, 0.41], [1.41, 2.49, 1.13], [1.06, 2.69, -0.55], [0.19, -3.19, -0.93], [-0.17, -2.22, 0.15], [-0.81, -1.11, -0.30], [-0.05, -2.46, 1.32], [0.49, -2.76, -1.88], [-0.60, -3.94, -0.95], [1.09, -3.74, -0.63]],
  "nbo_charge": [-0.40, -0.85, 0.49, 0.36, 0.36, 0.15, 0.19, 0.19, -0.74, 0.79, -0.68, -0.59, 0.24, 0.25, 0.24],
  "max_force_ev_per_a": 1.4,
  "orbital_gap_ev": 9.8015,
  "total_charge": 0,
  "smiles": "CC(=O)O.CN",
  "mol_weight_g_mol": 91.1,
  "multiplicity": 1,
  "relative_energy_kj_mol": 103.3
}


{
  "formula": "C3H9NO2",
  "method": "ωB97M-V with the def2-TZVPD basis set",
  "symbols": ["C", "C", "O", "N", "H", "H", "H", "H", "H", "C", "O", "H", "H", "H", "H"],
  "coordinates": [[-2.57, 1.71, 0.76], [-1.20, 1.10, 0.93], [-0.78, 0.59, 1.94], [-0.59, 0.84, -0.27], [-3.01, 2.00, 1.71], [-3.27, 0.98, 0.34], [0.26, 0.30, -0.22], [-0.77, 1.26, -1.17], [-2.60, 2.46, -0.03], [2.63, -1.67, -0.87], [1.86, -2.79, -0.44], [1.59, -2.62, 0.44], [2.93, -1.90, -1.89], [2.04, -0.76, -1.02], [3.47, -1.49, -0.21]],
  "nbo_charge": [-0.72, 0.67, -0.60, -0.84, 0.24, 0.24, 0.39, 0.39, 0.22, -0.25, -0.71, 0.46, 0.18, 0.14, 0.17],
  "max_force_ev_per_a": 2.1,
  "orbital_gap_ev": 10.7707,
  "total_charge": 0,
  "smiles": "CC(N)=O.CO",
  "mol_weight_g_mol": 91.1,
  "multiplicity": 1,
  "relative_energy_kj_mol": 110.7
}


{
  "formula": "C3H9NO2",
  "method": "ωB97M-V with the def2-TZVPD basis set",
  "symbols": ["C", "C", "O", "N", "H", "H", "H", "H", "H", "C", "O", "H", "H", "H", "H"],
  "coordinates": [[2.09, 0.74, -0.23], [1.63, -0.59, 0.34], [2.13, -1.12, 1.30], [0.40, -1.19, -0.26], [-0.01, -1.97, 0.02], [0.24, -0.94, -1.27], [3.17, 0.62, -0.28], [2.17, 1.42, 0.71], [1.60, 1.15, -1.04], [-2.17, 0.25, 0.53], [-2.22, 0.04, -0.87], [-2.84, 0.63, -1.35], [-1.09, 0.17, 0.63], [-2.14, 1.26, 0.82], [-2.96, -0.46, 0.94]],
  "nbo_charge": [-0.74, 0.69, -0.59, -0.86, 0.38, 0.39, 0.25, 0.25, 0.23, -0.30, -0.75, 0.47, 0.22, 0.17, 0.18],
  "max_force_ev_per_a": 8.5,
  "orbital_gap_ev": 10.3998,
  "total_charge": 0,
  "smiles": "CC(N)=O.CO",
  "mol_weight_g_mol": 91.1,
  "multiplicity": 1,
  "relative_energy_kj_mol": 238.4
}


{
  "formula": "C3H9NO2",
  "method": "ωB97M-V with the def2-TZVPD basis set",
  "symbols": ["C", "C", "C", "H", "H", "H", "H", "H", "H", "H", "H", "H", "N", "O", "O"],
  "coordinates": [[-1.07, -1.79, -0.03], [-1.52, -0.26, -0.01], [-0.15, 1.96, 0.02], [0.03, -1.77, 0.04], [-1.25, -2.45, -1.02], [-1.46, -2.29, 0.89], [0.46, 0.05, -0.52], [-1.16, 2.44, 0.26], [0.42, 2.13, 1.02], [0.29, 2.50, -0.86], [3.27, 0.28, -0.74], [2.84, -0.81, 0.93], [-0.44, 0.47, -0.12], [-2.68, 0.13, 0.08], [2.42, -0.59, 0.06]],
  "nbo_charge": [-0.71, 0.67, -0.44, 0.21, 0.23, 0.23, 0.42, 0.23, 0.20, 0.21, 0.48, 0.48, -0.63, -0.64, -0.95],
  "max_force_ev_per_a": 6.4,
  "orbital_gap_ev": 8.2283,
  "total_charge": 0,
  "mol_weight_g_mol": 91.1,
  "multiplicity": 1,
  "relative_energy_kj_mol": 406.7
}


{
  "formula": "C3H9NO2",
  "method": "ωB97M-V with the def2-TZVPD basis set",
  "symbols": ["C", "C", "O", "N", "H", "H", "H", "H", "H", "C", "O", "H", "H", "H", "H"],
  "coordinates": [[1.85, -0.30, -1.45], [0.40, 0.07, -1.40], [0.05, 1.25, -1.13], [-0.48, -0.94, -1.66], [2.45, 0.66, -1.60], [2.19, -0.72, -2.34], [-1.49, -0.71, -1.65], [-0.09, -1.88, -1.87], [2.15, -0.78, -0.39], [-0.59, -0.56, 2.54], [-1.22, 0.76, 2.60], [-0.94, 1.29, 1.89], [-0.84, -1.04, 3.47], [-1.10, -1.08, 1.81], [0.39, -0.51, 2.50]],
  "nbo_charge": [-0.74, 0.66, -0.63, -0.83, 0.25, 0.23, 0.42, 0.40, 0.24, -0.24, -0.73, 0.47, 0.18, 0.17, 0.16],
  "max_force_ev_per_a": 6.0,
  "orbital_gap_ev": 10.6244,
  "total_charge": 0,
  "smiles": "CC(N)=O.CO",
  "mol_weight_g_mol": 91.1,
  "multiplicity": 1,
  "relative_energy_kj_mol": 185.4
}


{
  "formula": "C3H9NO2",
  "method": "ωB97M-V with the def2-TZVPD basis set",
  "symbols": ["C", "N", "H", "H", "H", "H", "H", "H", "C", "C", "O", "O", "H", "H", "H"],
  "coordinates": [[-0.40, 2.46, -0.36], [0.61, 1.57, -0.88], [1.56, 1.89, -0.79], [-0.66, 0.08, -0.63], [0.39, 1.25, -1.85], [-0.07, 2.78, 0.61], [-1.41, 2.06, -0.38], [-0.40, 3.44, -0.92], [-0.10, -2.79, 1.08], [0.22, -1.46, 0.45], [-0.72, -0.81, -0.27], [1.35, -1.04, 0.43], [0.79, -3.14, 1.56], [-0.23, -3.41, 0.21], [-0.93, -2.89, 1.75]],
  "nbo_charge": [-0.48, -0.46, 0.43, 0.50, 0.41, 0.25, 0.24, 0.28, -0.70, 0.82, -0.68, -0.42, 0.26, 0.27, 0.27],
  "max_force_ev_per_a": 3.5,
  "orbital_gap_ev": [12.4449, 5.2742],
  "total_charge": 1,
  "mol_weight_g_mol": 91.1,
  "multiplicity": 2,
  "relative_energy_kj_mol": 111.1
}


{
  "formula": "C3H9NO2P2",
  "method": "ωB97M-V with the def2-TZVPD basis set",
  "symbols": ["C", "C", "C", "P", "P", "N", "O", "O", "H", "H", "H", "H", "H", "H", "H", "H", "H"],
  "coordinates": [[-0.88, 2.33, 0.48], [-0.69, 1.98, -0.96], [-1.21, 0.46, -1.43], [0.41, -0.60, -1.52], [0.84, -1.62, 0.37], [-0.04, -2.97, 0.58], [2.52, -2.06, 0.37], [0.50, -0.55, 1.74], [0.09, 2.65, 1.08], [-1.91, 2.26, 1.05], [-0.17, 2.68, -1.74], [-1.96, 0.07, -0.61], [-1.78, 0.49, -2.47], [1.52, 0.33, -1.70], [-0.59, -2.88, 1.46], [3.04, -1.46, 1.00], [0.52, -1.20, 2.53]],
  "nbo_charge": [-0.44, -0.22, -0.71, 0.23, 1.81, -1.30, -0.97, -0.98, 0.22, 0.22, 0.22, 0.27, 0.25, 0.02, 0.37, 0.51, 0.49],
  "max_force_ev_per_a": 3.9,
  "orbital_gap_ev": 8.4052,
  "total_charge": 0,
  "smiles": "C=CCPP(=N)(O)O",
  "mol_weight_g_mol": 153.1,
  "multiplicity": 1,
  "relative_energy_kj_mol": 602.5
}


{
  "formula": "C3H9NO2P2",
  "method": "ωB97M-V with the def2-TZVPD basis set",
  "symbols": ["C", "C", "C", "N", "O", "O", "P", "P", "H", "H", "H", "H", "H", "H", "H", "H", "H"],
  "coordinates": [[1.16, -4.11, 0.30], [0.46, 0.34, -0.62], [-0.41, -0.23, -2.78], [0.11, -0.48, -1.60], [0.85, -3.27, -0.42], [1.47, -4.94, 1.02], [0.16, -0.24, 3.36], [-1.26, 0.53, 1.94], [0.44, 1.40, -0.80], [1.11, -0.05, 0.15], [-0.75, -1.04, -3.39], [-0.61, 0.78, -3.08], [0.23, -1.47, -1.39], [-2.11, 0.98, 2.97], [-0.46, -1.48, 3.48], [1.04, -0.74, 2.40], [-0.63, 1.78, 1.88]],
  "nbo_charge": [1.04, -0.40, -0.36, -0.38, -0.55, -0.49, 0.02, 0.04, 0.18, 0.18, 0.19, 0.18, 0.42, -0.03, -0.02, -0.03, -0.01],
  "max_force_ev_per_a": 1.7,
  "orbital_gap_ev": 6.8733,
  "total_charge": 0,
  "mol_weight_g_mol": 153.1,
  "multiplicity": 1,
  "relative_energy_kj_mol": 467.4
}


{
  "formula": "C3H9NO2S",
  "method": "ωB97M-V with the def2-TZVPD basis set",
  "symbols": ["O", "C", "N", "C", "C", "S", "H", "H", "H", "H", "H", "H", "H", "H", "H", "O"],
  "coordinates": [[-1.63, 0.56, 0.16], [-0.96, 1.62, -0.16], [0.46, 1.69, -0.08], [1.29, 0.70, -0.68], [1.05, -0.73, -0.20], [1.25, -0.96, 1.59], [-1.45, 2.59, -0.08], [0.82, 2.27, 0.67], [2.33, 0.95, -0.44], [1.22, 0.72, -1.78], [1.82, -1.39, -0.61], [0.06, -1.10, -0.46], [0.01, -0.65, 1.97], [-2.05, -1.27, -2.64], [-2.28, -0.65, -1.28], [-2.44, -1.47, -1.79]],
  "nbo_charge": [-0.85, 0.13, -0.72, -0.24, -0.53, -0.13, 0.08, 0.35, 0.17, 0.16, 0.19, 0.26, 0.16, 0.45, 0.52, -0.98],
  "max_force_ev_per_a": 0.9,
  "orbital_gap_ev": [3.6571, 7.4794],
  "total_charge": -1,
  "mol_weight_g_mol": 123.2,
  "multiplicity": 2,
  "relative_energy_kj_mol": 86.0
}


{
  "formula": "C3H9NO2S",
  "method": "ωB97M-V with the def2-TZVPD basis set",
  "symbols": ["C", "C", "C", "N", "O", "O", "S", "H", "H", "H", "H", "H", "H", "H", "H", "H"],
  "coordinates": [[0.08, -2.24, 0.11], [-1.46, 1.75, -0.58], [-0.02, -0.83, -0.39], [1.31, 1.21, 0.54], [-2.61, -0.58, -0.46], [-1.49, 0.14, 1.65], [-1.49, 0.14, 0.22], [0.14, -2.26, 1.21], [0.94, -2.68, -0.49], [-1.02, -2.56, -0.07], [-1.41, 1.76, -1.64], [-2.34, 2.05, -0.13], [-0.58, 2.34, -0.23], [0.34, -0.55, -1.31], [2.14, 0.69, 0.20], [1.28, 1.14, 1.54]],
  "nbo_charge": [-0.73, -0.85, -0.24, -0.75, -0.96, -0.93, 2.08, 0.25, 0.24, 0.27, 0.25, 0.24, 0.28, 0.18, 0.32, 0.32],
  "max_force_ev_per_a": 4.8,
  "orbital_gap_ev": [8.0835, 10.1152],
  "total_charge": 0,
  "mol_weight_g_mol": 123.2,
  "multiplicity": 1,
  "relative_energy_kj_mol": 591.2
}